Entry 1:
Entry from the Open Molecules 2025 dataset: C27H52MnP2Si as an isolated structure (ωB97M-V/def2-TZVPD).

Each line ends with the Mulliken charge.
Cartesian coordinates (Å):
Si1 -0.9522 2.5495 2.6944  0.19
H1 0.9989 -2.0096 -5.5254  0.49
H2 1.2812 1.5512 2.0217  0.60
H3 0.0087 1.3931 -1.7205  0.78
H4 3.3298 -2.0821 1.1817  0.35
C1 0.9255 -3.6075 0.6748  -1.72
C2 0.5854 -1.0604 -5.1427  -1.05
H5 -3.7961 -0.0708 -0.8783  0.48
C3 2.9810 -1.7334 2.1583  -1.73
H6 0.6532 -0.3543 -5.9837  0.30
H7 -0.9975 4.5209 1.1408  0.32
H8 -1.7277 0.0939 4.3960  -0.01
H9 1.9653 -1.4859 -3.5156  0.39
H10 1.0185 0.6431 4.7136  0.02
C4 -2.9567 0.6324 -0.7890  -0.90
H11 1.8277 -3.4237 0.0744  0.33
C5 -0.7739 -2.0958 1.9929  0.75
H12 3.2944 -2.4734 2.9124  0.32
C6 -1.6190 -1.9356 -1.3086  -0.13
C7 -0.5268 2.5358 4.5284  -1.23
H13 -1.9948 -3.4600 0.8199  0.51
H14 -2.8332 0.9014 2.2875  0.25
H15 -1.6738 1.5824 -2.9874  0.50
H16 1.2173 -1.0043 5.3380  0.36
C8 2.8509 -1.0636 -1.2167  -1.59
H17 -1.3865 -1.5055 5.0801  0.35
H18 -0.9812 3.4264 4.9893  0.42
P1 -1.4381 -0.2808 -0.5571  1.46
C9 -2.7345 1.9795 2.4860  -1.21
H19 2.4985 -0.2734 4.3523  0.43
H20 -3.3060 2.2035 3.4025  0.49
H21 -2.9355 1.2491 -1.6889  0.39
H22 -2.1770 -3.5752 2.5758  0.39
C10 0.7791 -0.9316 3.2612  0.90
C11 2.7213 1.7570 -0.6867  -1.45
C12 -1.1955 0.9624 -3.7479  -0.11
C13 -0.7986 4.3689 2.2088  -1.26
H23 3.3870 -0.6835 -2.1030  0.53
H24 -0.4082 1.3342 -5.7262  0.33
C14 0.1294 0.3652 -1.3526  0.36
H25 -3.1222 1.2709 0.0867  -0.13
H26 -1.4998 4.9934 2.7781  0.34
H27 2.6398 2.1467 -1.7104  0.35
H28 -0.8961 1.6719 5.0899  0.41
H29 2.3604 2.5065 0.0227  0.38
H30 -1.1216 -2.6443 -0.6343  -1.02
C15 0.2722 1.5764 1.5570  -1.00
C16 -1.6411 -0.9713 4.1475  -1.66
C17 -1.5432 -0.3340 -3.8749  -0.30
H31 -1.1223 -2.0230 -2.2871  -0.36
C18 1.4530 -0.6501 -3.9980  -0.32
C19 1.4965 -1.5797 2.1996  0.97
H32 1.7505 2.1579 -5.1577  0.45
H33 -2.6252 -1.3247 3.8155  0.42
H34 1.1503 -4.4431 1.3661  0.33
H35 0.1245 -3.9423 0.0048  0.40
H36 -0.7496 2.7458 -4.7517  0.45
Mn1 0.2096 -0.3388 0.8636  -0.67
C20 -0.9060 -1.3299 -4.7922  -0.75
C21 -2.0280 -2.8686 1.7427  -2.01
H37 0.2159 4.7258 2.4340  0.32
H38 -0.9771 -2.3435 -4.3561  0.36
H39 2.2963 -1.9849 -1.4673  0.08
H40 0.3909 2.2208 0.6641  0.57
H41 3.7761 1.5304 -0.4614  0.46
H42 2.7180 0.8337 -3.1542  1.31
H43 3.6006 -1.3082 -0.4464  0.55
H44 -3.2144 2.5428 1.6720  0.46
C22 1.4103 -0.3508 4.4711  -1.77
H45 -2.6900 -2.1904 -1.4076  0.55
H46 -2.9136 -2.2154 1.6947  0.39
C23 1.7895 0.6269 -3.6971  -0.46
H47 -2.4817 -0.6801 -3.4317  0.64
H48 0.2488 -0.2507 -2.2444  -1.19
C24 0.5456 -2.4005 1.4615  0.32
P2 1.8137 0.2076 -0.4656  1.50
C25 -0.3359 1.7244 -4.7016  -1.45
H49 1.2390 2.6937 -3.5650  0.27
C26 -0.6036 -1.2275 3.1192  0.96
H50 0.5569 2.6218 4.6792  0.39
H51 3.4926 -0.7869 2.3860  0.50
C27 1.1583 1.8505 -4.2754  -1.03
H52 -1.4789 -1.3982 -5.7366  0.38

Results
relative energy (zero: lowest compared OMol25 entry of this formula, charge and spin) = 1.274 eV
2S+1 = 5
E = -3182.820770 a.u.
total charge = +1
⟨S²⟩ = 6.16
Kohn-Sham gap (spin up / spin down) = 0.2160 / 0.2935 Ha

---

Entry 2:
Entry from the Open Molecules 2025 dataset: a 9-piece molecular cluster, C47H119N9O12 overall (ωB97M-V/def2-TZVPD).

Each line ends with the Mulliken charge.
Cartesian coordinates (Å):
C1 -5.0117 32.2099 -13.3013  -0.76
H1 -11.8734 19.5572 -14.9367  0.26
C2 -9.4927 24.0858 -16.8081  -0.86
O1 -9.3517 24.4854 -10.0604  -0.31
C3 -9.9959 23.5736 -11.0027  0.23
H2 -7.4472 15.5863 -18.7122  0.34
O2 -6.4365 19.5689 -11.4966  -0.38
H3 -14.0856 27.5565 -11.2013  0.26
H4 -6.2530 21.0957 -7.8516  0.18
H5 -15.6254 22.7268 -11.6470  0.32
H6 -14.2481 27.4370 -9.4821  0.44
H7 -10.3784 22.7197 -10.4434  0.62
C4 -4.5467 28.9627 -9.8976  -0.87
C5 -11.7685 18.5358 -9.4237  0.31
H8 -5.5416 24.6937 -8.2730  -0.01
H9 -13.0344 29.9731 -11.0065  0.26
C6 -15.2966 21.7700 -12.0526  -0.77
H10 -11.2205 19.2241 -7.5279  0.31
C7 -12.3732 26.7288 -15.7098  -0.86
C8 -11.3804 19.7451 -17.4995  -1.88
H11 -12.5378 24.2544 -12.8087  -0.38
H12 -6.4234 17.9218 -10.2614  0.31
O3 -9.7298 22.7304 -16.3653  -0.31
H13 -10.3445 24.7642 -16.8558  0.29
O4 -12.6703 25.5200 -14.9839  -0.12
H14 -14.1569 24.5980 -12.1603  0.21
C9 -3.3619 22.2449 -6.0761  -0.66
H15 -15.2398 22.2370 -9.5968  0.44
H16 -11.4599 26.6319 -16.2969  0.24
H17 -11.0125 26.7720 -9.1129  0.10
C10 -13.7012 17.0522 -11.2645  -0.67
C11 -14.2012 22.0069 -13.1011  0.26
H18 -5.6175 32.2944 -12.3991  0.35
C12 -5.7164 18.5982 -10.7416  -0.53
C13 -4.1446 26.4751 -10.2861  1.86
H19 -3.6002 28.1109 -6.2456  0.47
C14 -3.4702 27.4862 -7.1293  -1.54
H20 -5.9949 27.5902 -5.9872  0.45
H21 -7.6316 14.2072 -17.7762  0.31
C15 -6.8069 17.3173 -16.7370  -0.70
H22 -4.9475 29.8465 -10.3939  0.50
H23 -7.9895 17.2357 -14.0475  0.32
O5 -7.6453 21.4752 -6.4883  -0.35
N1 -11.7794 20.5309 -15.1879  -0.16
H24 -8.7511 24.5666 -16.1701  0.21
N2 -9.9959 22.6621 -13.1968  0.69
H25 -11.6440 20.7305 -9.2569  0.37
C16 -12.2648 28.2209 -10.2203  0.76
H26 -2.1156 26.2864 -11.1882  0.48
C17 -10.9669 20.6892 -16.3938  1.48
H27 -7.2020 31.0740 -14.0593  0.46
H28 -8.3960 22.6738 -11.8515  -0.04
H29 -14.0839 16.4661 -12.1000  0.27
H30 -14.1406 24.3868 -9.7074  0.30
N3 -7.4945 18.0508 -14.3801  -0.34
H31 -6.0763 15.0787 -18.1214  0.35
H32 -9.0400 24.0120 -17.7969  0.38
C18 -13.2129 24.9483 -9.5963  -0.63
H33 -9.3439 25.3042 -13.1706  0.20
H34 -9.0969 19.4264 -13.7374  0.13
O6 -7.2815 15.9399 -16.6067  -0.30
C19 -8.5274 24.6336 -12.9029  -1.22
C20 -6.5193 30.4033 -13.5376  -0.57
H35 -5.1144 19.0344 -9.9444  0.05
N4 -14.1082 23.3316 -13.7611  -0.37
H36 -13.3095 29.6320 -9.3437  0.25
H37 -5.7761 17.5154 -16.4431  0.34
H38 -5.3022 26.0216 -6.2392  0.47
H39 -10.4535 17.4669 -10.8786  0.07
H40 -10.8912 20.0917 -18.4098  0.39
H41 -12.1324 27.5457 -15.0296  0.32
H42 -0.5692 22.7282 -8.7745  0.25
H43 -5.1074 32.9090 -14.1321  0.32
H44 -0.9969 20.9699 -9.2570  0.30
H45 -10.2795 20.0474 -10.2216  0.36
H46 -6.9411 17.7255 -17.7388  0.40
C21 -7.1044 15.1612 -17.7688  -0.89
N5 -12.7025 29.5582 -10.1476  -0.65
H47 -7.4840 20.0710 -14.0461  0.34
C22 -0.6405 21.6743 -8.5054  -0.72
H48 -5.9848 22.6689 -7.1675  -0.35
H49 -6.5510 29.4170 -16.1788  0.29
C23 -14.4671 21.5555 -9.9525  -0.61
C24 -4.5513 27.7690 -10.8871  -1.13
N6 -4.8509 26.2738 -9.0469  0.58
C25 -2.7320 21.7347 -7.3863  0.23
H50 -13.5317 22.1067 -10.0489  -0.04
H51 0.3916 21.3509 -8.3708  0.28
H52 -6.7094 26.5110 -7.1613  0.37
H53 -12.8539 18.4952 -9.3328  0.29
C26 -4.8011 27.2506 -7.9009  1.34
C27 -8.0310 19.2179 -13.6448  -0.21
H54 -14.1946 18.0220 -11.2001  0.18
H55 -11.9853 20.1926 -10.8750  -0.18
C28 -5.7575 26.8621 -6.7629  -1.96
H56 -11.3681 21.0696 -14.4390  -0.19
C29 -8.0302 22.2877 -5.4170  -0.82
H57 -13.1871 26.5432 -13.2700  0.21
H58 -14.4848 26.0931 -14.2069  0.39
H59 -10.0261 20.2462 -16.0671  -0.44
O7 -4.6697 24.9655 -8.5688  0.49
H60 -4.6874 19.9817 -6.5713  0.55
H61 -7.8311 18.0750 -11.7534  0.54
H62 -2.0556 27.0785 -9.5445  0.35
C30 -13.5330 27.3095 -10.2948  -1.08
H63 -2.9266 22.4485 -8.1867  -0.02
H64 -10.9659 22.9396 -13.1501  -0.43
H65 -7.8307 25.0484 -12.1744  -0.01
C31 -6.6865 28.9981 -13.9854  1.48
H66 -5.7246 25.2074 -11.2255  0.25
O8 -5.1806 30.8951 -13.7168  -0.39
H67 -3.9590 32.4512 -13.1539  0.23
H68 -13.1985 21.7046 -12.7988  -0.40
H69 -11.0923 18.7125 -17.3024  0.42
H70 -4.9958 18.0609 -11.3582  0.32
H71 -8.3122 19.7451 -11.5816  -0.10
H72 -3.8953 23.1807 -6.2432  -0.09
H73 -2.1661 25.5567 -9.6534  0.27
H74 -9.6786 22.8383 -14.1394  -0.08
H75 -12.4645 19.7994 -17.5986  0.42
H76 -3.8227 28.0667 -11.6411  0.68
H77 -14.2817 21.2655 -13.8961  0.40
C32 -9.1358 23.3710 -12.2449  0.68
H78 -5.5341 28.1144 -15.4972  0.40
H79 -11.7641 22.7819 -16.6032  0.20
H80 -8.5572 23.1479 -5.8298  0.25
H81 -5.9756 28.3762 -13.4412  -0.55
O9 -1.3134 21.6808 -7.2950  -0.41
C33 -13.5051 25.7195 -13.9092  -0.94
O10 -14.8514 20.8317 -11.0485  -0.27
H82 -8.7704 21.9533 -4.6901  0.30
H83 -5.2601 29.4914 -7.9268  0.40
H84 -2.7283 27.9799 -7.7569  0.34
H85 -12.3144 24.3318 -9.6239  -0.10
H86 -3.5143 29.1006 -9.5763  0.32
N7 -8.0621 28.4645 -13.6217  -0.65
H87 -14.3454 20.9541 -9.0516  0.39
C34 -5.2193 20.8013 -6.0881  -0.98
H88 -11.4843 16.5516 -9.9121  0.47
H89 -10.5326 28.4250 -9.1102  0.36
H90 -8.8404 23.3539 -8.6166  0.38
O11 -12.3812 17.4182 -11.5702  -0.36
C35 -7.6741 18.2689 -15.7729  -0.57
H91 -8.2180 27.5104 -13.9140  0.11
C36 -4.6522 25.4005 -11.2523  -1.97
N8 -11.0720 18.4690 -8.1821  -0.73
H92 -2.4683 22.4235 -5.4781  0.61
H93 -13.5143 23.1036 -14.5457  0.24
C37 -11.3481 20.0017 -10.0115  -0.69
H94 -11.9174 27.9716 -8.0942  0.31
C38 -2.5838 26.3957 -10.2100  -1.49
O12 -13.0934 25.9982 -10.6029  -0.05
C39 -13.5828 24.4211 -13.0698  0.53
H95 -7.1274 27.8036 -15.9749  0.41
H96 -8.7476 18.3210 -15.9543  0.44
C40 -11.4706 17.4777 -10.4868  -0.69
H97 -10.8732 24.1160 -11.3550  -0.86
H98 -10.7209 22.3339 -17.9130  0.54
C41 -7.6445 19.0807 -12.1302  -0.45
H99 -13.1891 27.1143 -16.3211  0.28
N9 -4.2137 21.4448 -5.2547  -0.36
C42 -6.2703 21.6484 -6.9122  0.47
H100 -3.1473 20.8185 -7.8061  0.22
C43 -11.4113 27.7839 -9.0411  -1.28
H101 -8.0090 24.8812 -8.6180  -0.03
C44 -6.5236 28.5715 -15.4913  -1.55
H102 -3.6464 20.7696 -4.7624  0.33
H103 -2.9744 26.5418 -6.9045  0.29
H104 -6.8055 30.3648 -12.4865  0.31
C45 -5.3219 28.6103 -8.5655  -1.23
H105 -4.2200 24.4544 -10.9267  0.42
H106 -8.1287 28.3875 -12.6168  0.27
H107 -11.6576 28.1383 -11.1217  0.23
H108 -13.2442 25.3041 -8.5665  0.50
H109 -13.9506 16.3408 -10.4773  0.34
C46 -8.3100 24.0545 -9.2615  -0.52
H110 -7.2375 22.4598 -4.6889  0.33
H111 -16.1778 21.4140 -12.5864  0.37
H112 -4.3789 25.5839 -12.2915  0.57
H113 -10.1105 18.5620 -8.4771  0.27
H114 -6.3960 28.4388 -8.6358  0.46
H115 -5.4151 27.8034 -11.5511  -0.21
C47 -10.8923 22.1753 -16.8484  -0.82
H116 -7.5410 23.5900 -9.8787  0.31
H117 -8.0304 24.4660 -13.8584  0.56
H118 -7.2727 19.2375 -16.0707  0.31
H119 -5.8498 20.3932 -5.2981  0.44

Results
2S+1 = 2
E = -3256.967250 a.u.
total charge = +1
⟨S²⟩ = 0.75
Kohn-Sham gap (spin up / spin down) = 0.2834 / 0.1012 Ha

---

Entry 3:
Entry from the Open Molecules 2025 dataset: a 2-piece molecular cluster, C3H10O2 overall (ωB97M-V/def2-TZVPD).

Each line ends with the Mulliken charge.
Cartesian coordinates (Å):
H1 -0.4757 -1.0484 0.7798  0.23
H2 2.0808 -0.0992 -0.6122  0.32
O1 -2.6425 3.4924 0.4138  -0.65
H3 -1.9091 3.0816 0.9253  0.33
H4 1.7566 -1.0999 0.8333  0.23
C1 1.3671 -0.2666 0.2173  -0.46
H5 -0.9108 -2.2227 -1.5697  0.31
C2 0.0552 -1.9526 -1.1108  -1.04
O2 1.3478 0.8035 1.1420  -0.52
H6 0.5040 -2.8610 -0.6750  0.30
H7 2.2308 1.1313 1.4128  0.30
C3 -0.0304 -0.7596 -0.1916  -0.20
H8 -3.4470 3.3238 0.9546  0.32
H9 -0.6524 0.0500 -0.6196  0.28
H10 0.7257 -1.5729 -1.9001  0.27

Results
relative energy (zero: lowest compared OMol25 entry of this formula, charge and spin) = 0.563 eV
E = -270.751119 a.u.
SMILES = CCCO.O
Kohn-Sham gap = 0.4042 Ha